Version w
Below is the molecule C2H3NO3, with properties calculated with wB97M-V/def2-TZVPD.

```
! wB97M-V def2-TZVPD RIJCOSX def2/J DEFGRID3
* xyz 0 1
N -1.189 0.696 0.076
C -0.695 -0.564 -0.003
O -1.335 -1.589 -0.022
C 0.844 -0.565 -0.003
O 1.491 -1.583 0.055
O 1.364 0.704 -0.021
H -2.183 0.777 -0.037
H -0.623 1.505 -0.018
H 2.326 0.618 -0.028
*
```

## Properties
HOMO energy   -10.5 eV
Lowest unoccupied orbital energy   0.014 Ha
Kohn-Sham gap   10.91 eV
SMILES string   NC(=O)C(=O)O
Molar mass   89.0 g mol⁻¹

Atom charges from the Löwdin analysis, given in e for atoms 1 to 2: N 0.181; C -0.457

***

Version x
Below is the molecule C2H3NO3, with properties calculated with wB97M-V/def2-TZVPD.

```
! wB97M-V def2-TZVPD RIJCOSX def2/J DEFGRID3
* xyz 0 1
O -1.677 -1.259 -0.260
C -1.383 -0.223 0.339
N -0.395 0.716 0.070
O 0.609 0.461 -0.923
C 1.587 -0.277 -0.320
O 1.470 -0.689 0.781
H -1.842 0.231 1.157
H -0.548 1.631 0.329
H 2.178 -0.591 -1.175
*
```

## Properties
HOMO energy   -10.6 eV
Lowest unoccupied orbital energy   0.026 Ha
Kohn-Sham gap   11.34 eV
SMILES string   O=CNOC=O
Molar mass   89.0 g mol⁻¹

Atom charges from the Löwdin analysis, given in e for atoms 1 to 2: O 0.049; C -0.287

***

Version y
Below is the molecule C2H3NO3, with properties calculated with wB97M-V/def2-TZVPD.

```
! wB97M-V def2-TZVPD RIJCOSX def2/J DEFGRID3
* xyz 0 1
O 1.578 -1.061 -0.710
C 1.073 -0.576 0.267
O 1.748 0.024 1.405
C -0.285 0.039 0.167
N -0.562 -0.025 -1.105
O -1.758 0.631 -1.215
H 1.057 0.134 2.134
H -0.682 0.341 1.051
H -2.169 0.494 -1.995
*
```

## Properties
HOMO energy   -10.5 eV
Lowest unoccupied orbital energy   -0.002 Ha
Kohn-Sham gap   10.44 eV
SMILES string   O=C(O)/C=N/O
Molar mass   89.0 g mol⁻¹

Atom charges from the Löwdin analysis, given in e for atoms 1 to 2: O 0.120; C -0.432

***

Version z
Below is a cluster of 2 separate species, C2H3NO3 in total, with properties calculated with wB97M-V/def2-TZVPD.

```
! wB97M-V def2-TZVPD RIJCOSX def2/J DEFGRID3
* xyz 0 1
C 1.702 -0.067 -0.058
C -0.362 0.055 0.009
N 2.845 -0.097 -0.030
O -0.693 -1.089 -0.650
O -0.661 1.195 -0.638
O -0.713 0.039 1.308
H -0.463 -1.016 -1.584
H -1.044 1.832 -0.022
H -0.612 -0.852 1.665
*
```

## Properties
HOMO energy   -10.9 eV
Lowest unoccupied orbital energy   0.009 Ha
Kohn-Sham gap   11.15 eV
Molar mass   89.0 g mol⁻¹

Atom charges from the Löwdin analysis, given in e for atoms 1 to 2: C -0.147; C -0.601

***

Stability, highest: version w

***

Version w
Below is the molecule C2H3NO3, with properties calculated with wB97M-V/def2-TZVPD.

```
! wB97M-V def2-TZVPD RIJCOSX def2/J DEFGRID3
* xyz 0 1
N -2.647 0.012 0.072
C -1.452 -0.004 0.017
C 0.011 -0.057 -0.097
O 0.294 -0.547 1.129
O 0.630 1.181 -0.222
O 0.240 -0.917 -1.177
H 1.274 -0.699 1.300
H 0.540 1.615 0.659
H 1.110 -0.584 -1.681
*
```

## Properties
HOMO energy   -11.7 eV
Lowest unoccupied orbital energy   0.008 Ha
Kohn-Sham gap   11.89 eV
SMILES string   N#CC(O)(O)O
Molar mass   89.0 g mol⁻¹

Atom charges from the Löwdin analysis, given in e for atoms 1 to 2: N 0.179; C -0.087

***

Version x
Below is the molecule C2H3NO3, with properties calculated with wB97M-V/def2-TZVPD.

```
! wB97M-V def2-TZVPD RIJCOSX def2/J DEFGRID3
* xyz 0 1
C -2.427 -1.715 -1.100
C -0.122 0.084 -0.047
N -1.399 0.083 -0.588
O -3.011 -2.642 -1.578
O -2.421 -1.324 0.132
O -1.474 -0.815 -1.609
H 0.268 1.039 -0.482
H -0.127 0.320 0.944
H 0.286 -0.845 -0.190
*
```

## Properties
HOMO energy (spin up / spin down)   -10.9 / -10.9 eV
Lowest unoccupied orbital energy (spin up / spin down)   -0.065 / -0.065 Ha
Kohn-Sham gap (spin up / spin down)   9.18 / 9.17 eV
Molar mass   89.0 g mol⁻¹

Atom charges from the Löwdin analysis, given in e for atoms 1 to 2: C -0.620; C -0.039

***

Version y
Below is a structure of composition C2H3NO3, with properties calculated with wB97M-V/def2-TZVPD.

```
! wB97M-V def2-TZVPD RIJCOSX def2/J DEFGRID3
* xyz 0 1
C -0.874 0.944 -1.022
C 0.728 -0.891 0.715
N -0.007 0.361 0.755
O -1.164 1.415 -2.080
O -1.553 0.253 -0.100
O 0.383 1.061 -0.418
H 1.726 -0.417 0.584
H 0.352 -1.235 1.726
H 0.408 -1.491 -0.159
*
```

## Properties
HOMO energy   -11.1 eV
Lowest unoccupied orbital energy   -0.038 Ha
Kohn-Sham gap   10.06 eV
Molar mass   89.0 g mol⁻¹

Atom charges from the Löwdin analysis, given in e for atoms 1 to 2: C -0.602; C -0.039

***

Stability, highest: version w

***

Version w
Below is the molecule C2H3NO3, with properties calculated with wB97M-V/def2-TZVPD.

```
! wB97M-V def2-TZVPD RIJCOSX def2/J DEFGRID3
* xyz 0 1
O 0.998 -0.793 -1.556
C 0.498 -0.295 -0.601
N 0.784 -0.310 0.720
O -0.442 -0.080 1.394
C -1.063 0.894 0.543
O -0.603 0.515 -0.759
H 1.220 -1.138 1.168
H -2.187 0.659 0.702
H -0.750 1.923 0.805
*
```

## Properties
HOMO energy   -10.1 eV
Lowest unoccupied orbital energy   0.027 Ha
Kohn-Sham gap   10.80 eV
SMILES string   O=C1NOCO1
Molar mass   89.0 g mol⁻¹

Atom charges from the Löwdin analysis, given in e for atoms 1 to 2: O 0.148; C -0.569

***

Version x
Below is a cluster of 2 separate species, C2H3NO3 in total, with properties calculated with wB97M-V/def2-TZVPD.

```
! wB97M-V def2-TZVPD RIJCOSX def2/J DEFGRID3
* xyz 0 1
O -2.494 2.758 -1.217
C -1.845 1.911 -0.748
O -0.779 1.417 -1.374
O -0.353 0.206 -0.795
H -2.189 1.244 0.216
H -0.393 -0.490 -1.530
C 0.783 -1.775 0.980
N 1.460 -1.280 0.223
H 0.059 -2.160 1.639
*
```

## Properties
HOMO energy   -10.9 eV
Lowest unoccupied orbital energy   0.023 Ha
Kohn-Sham gap   11.52 eV
SMILES string   O=COO.C#N
Molar mass   89.0 g mol⁻¹

Atom charges from the Löwdin analysis, given in e for atoms 1 to 2: O 0.117; C -0.396

***

Stability, highest: version w

***

Version w
Below is the ion C3H4NS with charge +1, with properties calculated with wB97M-V/def2-TZVPD.

```
! wB97M-V def2-TZVPD RIJCOSX def2/J DEFGRID3
* xyz 1 1
C -1.635 0.508 0.018
C 0.641 1.742 -1.756
C 0.207 -0.912 0.759
N -0.782 -0.255 0.480
S -0.626 2.078 -0.980
H -2.616 0.417 0.098
H 1.569 1.379 -2.184
H 0.781 -1.320 -0.115
H 0.653 -0.947 1.716
*
```

## Properties
HOMO energy   -13.6 eV
Lowest unoccupied orbital energy   -0.209 Ha
Kohn-Sham gap   7.96 eV
Molar mass   86.1 g mol⁻¹

Atom charges from the Löwdin analysis, given in e for atoms 1 to 2: C -0.077; C -0.299

***

Version x
Below is a structure of composition C3H4NS, with properties calculated with wB97M-V/def2-TZVPD.

```
! wB97M-V def2-TZVPD RIJCOSX def2/J DEFGRID3
* xyz 1 1
C 0.279 1.337 -0.132
C 1.857 -1.310 -0.120
C -1.682 -0.119 0.072
N -0.694 0.642 -0.097
S 2.255 0.115 0.062
H 0.179 2.480 -0.055
H 2.096 -2.324 -0.154
H -2.102 -0.735 -0.650
H -2.188 -0.086 1.073
*
```

## Properties
HOMO energy (spin up / spin down)   -13.5 / -13.5 eV
Lowest unoccupied orbital energy (spin up / spin down)   -0.201 / -0.201 Ha
Kohn-Sham gap (spin up / spin down)   8.03 / 8.03 eV
Molar mass   86.1 g mol⁻¹

Atom charges from the Löwdin analysis, given in e for atoms 1 to 2: C -0.093; C -0.340

***

Version y
Below is the ion C3H4NS with charge +1, with properties calculated with wB97M-V/def2-TZVPD.

```
! wB97M-V def2-TZVPD RIJCOSX def2/J DEFGRID3
* xyz 1 1
C 1.371 -0.634 0.578
C 1.466 0.988 2.365
C -0.561 0.836 0.338
N 0.356 -0.232 -0.017
S 0.050 1.658 2.026
H 1.820 -1.534 0.318
H -0.768 1.575 -0.536
H -1.523 0.284 0.504
H -0.283 -0.717 -0.722
*
```

## Properties
HOMO energy   -15.0 eV
Lowest unoccupied orbital energy   -0.223 Ha
Kohn-Sham gap   8.95 eV
Molar mass   86.1 g mol⁻¹

Atom charges from the Löwdin analysis, given in e for atoms 1 to 2: C 0.144; C -0.228

***

Stability, highest: version x